This record from OMol25 describes a 5-piece molecular cluster, CH14N2O4 overall. The level of theory is ωB97M-V with the def2-TZVPD basis set.

Atoms and positions in Å:
1 N 1.0836 -2.5293 -1.1914
2 C 0.1306 -1.9910 -2.0679
3 N -0.2206 -0.5250 -1.7777
4 H 2.0342 -2.1792 -1.3789
5 H 0.9389 -2.2524 -0.2138
6 H 0.5247 -1.9352 -3.0742
7 H -0.7778 -2.6255 -2.0939
8 H -0.5023 -0.5409 -0.7886
9 H -1.0846 -0.3532 -2.2934
10 H -0.7551 2.5584 2.8893
11 H -0.5614 4.0980 2.8218
12 O -0.8833 3.3826 3.3772
13 H -2.0996 1.4722 0.6489
14 H -3.4638 1.4611 1.3767
15 O -2.5154 1.2912 1.4954
16 H 0.6518 2.6925 -2.7547
17 H 0.6387 1.2731 -2.0590
18 O 1.1974 1.9805 -2.3988
19 H 1.3065 -2.0080 3.6363
20 H 2.6067 -1.4515 3.0456
21 O 1.7509 -1.8183 2.8011

Computed properties:
multiplicity: 2
relative energy (zero: lowest compared OMol25 entry of this formula, charge and spin): 34.3 kcal/mol
charge: +1
frontier orbital gap (alpha / beta): 0.3521 / 0.1227 Ha
E_HOMO (alpha / beta): -13.22 / -13.22 eV
molar mass: 118.133 g mol⁻¹

Results of the natural (NBO) charge analysis, in e, for atoms 1 through 2: number 1, N, carries -0.38; number 2, C, carries -0.15

***

This record from OMol25 describes one molecule with the formula C9H10FNO2. The level of theory is ωB97M-V with the def2-TZVPD basis set.

Atoms and positions in Å:
1 C 3.2454 -1.8359 -0.1007
2 O 2.1335 -0.9745 -0.3651
3 C 2.1554 0.2402 0.0870
4 O 2.9304 0.8132 0.7846
5 C 0.8373 1.2798 -0.2872
6 N 0.9660 2.5080 0.3179
7 F 1.0697 1.5202 -1.7286
8 C -0.6468 0.6284 -0.2097
9 C -1.5866 1.3410 0.5821
10 C -2.9220 0.9322 0.5722
11 C -3.3696 -0.2146 -0.0567
12 C -2.4096 -0.8911 -0.7804
13 C -1.1053 -0.4661 -0.9743
14 H 3.8504 -1.4206 0.7435
15 H 3.9296 -1.8389 -0.8791
16 H 2.9068 -2.8410 -0.0593
17 H 1.8021 2.5604 0.8587
18 H 0.6328 3.3507 -0.2951
19 H -1.3002 2.1434 1.2398
20 H -3.4279 1.3885 1.3841
21 H -4.3490 -0.6302 -0.2912
22 H -2.6135 -1.8067 -1.3900
23 H -0.5347 -1.0706 -1.6780

Computed properties:
relative energy (zero: lowest compared OMol25 entry of this formula, charge and spin): 0.0 kcal/mol
frontier orbital gap: 0.3708 Ha
E_HOMO: -9.29 eV
SMILES: COC(=O)[C@@](N)(F)c1ccccc1
molar mass: 183.182 g mol⁻¹

Results of the natural (NBO) charge analysis, in e, for atoms 1 through 2: number 1, C, carries -0.27; number 2, O, carries -0.48